DFT (ωB97M-V/def2-TZVPD) results for a structure of composition C27H38BiN7O5P.

Cartesian coordinates (Å):
Bi 0.89 -0.54 1.14
N 0.02 1.19 3.81
N 0.71 2.39 3.99
C 1.64 2.75 3.10
N 2.12 3.99 3.13
N 2.01 1.76 2.26
N 2.66 2.07 1.14
O 3.22 3.12 0.90
O 2.64 1.14 0.30
H -0.86 1.34 3.31
H -0.16 0.77 4.72
H 0.28 3.13 4.53
H 1.63 4.70 3.64
H 2.73 4.26 2.36
C -3.45 1.00 2.51
N -2.73 -0.19 2.94
C -3.41 -0.73 4.12
C -2.72 -1.17 1.85
C -1.88 -2.41 2.16
N -0.66 -2.59 1.33
C 0.21 -3.57 2.01
C -1.03 -3.11 0.01
H -4.49 0.77 2.23
H -2.95 1.45 1.65
H -3.47 1.73 3.32
H -4.44 -1.04 3.89
H -3.45 0.04 4.90
H -2.88 -1.59 4.54
H -2.34 -0.67 0.96
H -3.75 -1.48 1.62
H -2.48 -3.31 2.05
H -1.55 -2.37 3.20
H -0.34 -4.51 2.16
H 0.51 -3.19 2.98
H 1.09 -3.75 1.40
H -1.47 -4.11 0.11
H -0.13 -3.19 -0.61
H -1.75 -2.45 -0.47
O -0.30 3.33 1.33
C -0.37 2.49 0.43
O -0.75 1.26 0.57
C 0.00 2.85 -0.99
C -0.07 4.18 -1.39
C 0.18 4.53 -2.70
C 0.51 3.55 -3.63
C 0.61 2.23 -3.23
C 0.37 1.87 -1.91
P 0.48 0.10 -1.50
C -1.02 -0.56 -2.30
C -2.26 -0.18 -1.79
C -3.43 -0.65 -2.37
C -3.38 -1.49 -3.48
C -2.15 -1.84 -4.01
C -0.97 -1.38 -3.43
C 1.93 -0.55 -2.37
C 2.09 -1.93 -2.53
C 3.25 -2.45 -3.06
C 4.29 -1.61 -3.43
C 4.17 -0.24 -3.24
C 3.00 0.29 -2.71
H -0.34 4.92 -0.64
H 0.10 5.57 -3.01
H 0.68 3.82 -4.66
H 0.88 1.48 -3.97
H -2.31 0.50 -0.95
H -4.39 -0.34 -1.97
H -4.29 -1.85 -3.93
H -2.09 -2.47 -4.88
H -0.02 -1.65 -3.87
H 1.31 -2.60 -2.22
H 3.35 -3.52 -3.18
H 5.20 -2.02 -3.85
H 4.98 0.42 -3.50
H 2.93 1.35 -2.54
C 3.62 -1.79 0.34
O 2.21 -1.99 0.44
H 4.08 -2.75 0.09
H 4.05 -1.45 1.28
H 3.87 -1.07 -0.44

Values from the calculation:
Energy (Eh): -2366.81346
HOMO-LUMO gap (eV): 8.36
Total charge: +1
LUMO energy (hartree): -0.0990

DFT (ωB97M-V/def2-TZVPD) results for a structure of composition C27H38Cl3NO8RhS2Si.

Cartesian coordinates (Å):
Rh 0.14 0.46 -0.51
C -1.21 -1.96 1.96
C -2.35 -0.96 1.90
C -2.87 -0.65 3.29
C -3.48 -1.51 1.02
O -1.80 0.27 1.33
Si -2.45 1.68 0.81
S -0.87 2.58 -0.26
O -3.09 2.66 1.96
C -2.70 3.63 2.95
C -3.60 4.83 2.74
C -2.95 3.02 4.33
C -1.24 4.03 2.82
O -3.71 1.28 -0.15
C -4.77 2.01 -0.78
C -5.92 2.15 0.20
C -4.29 3.39 -1.24
C -5.18 1.17 -1.98
H -1.57 -2.90 2.41
H -0.38 -1.57 2.55
H -0.85 -2.17 0.95
H -3.33 -1.55 3.72
H -3.63 0.14 3.26
H -2.06 -0.33 3.94
H -3.73 -2.51 1.36
H -3.14 -1.56 -0.02
H -4.37 -0.88 1.06
H -4.65 4.53 2.78
H -3.40 5.29 1.77
H -3.42 5.59 3.52
H -3.99 2.71 4.42
H -2.73 3.75 5.11
H -2.31 2.15 4.47
H -1.03 4.47 1.85
H -0.57 3.17 2.95
H -1.00 4.76 3.60
H -5.58 2.65 1.11
H -6.30 1.15 0.48
H -6.74 2.72 -0.24
H -4.02 4.01 -0.38
H -5.08 3.89 -1.80
H -3.41 3.29 -1.88
H -5.45 0.17 -1.65
H -4.34 1.09 -2.68
H -6.03 1.63 -2.50
Cl -1.93 -2.96 -6.72
C -1.67 -2.41 -5.08
C -1.17 -1.14 -4.85
C -0.98 -0.73 -3.55
Cl -0.36 0.86 -3.26
C -1.25 -1.52 -2.41
O -1.09 -1.14 -1.17
C -1.76 -2.80 -2.72
Cl -2.11 -3.87 -1.39
C -1.96 -3.25 -4.01
H -0.94 -0.48 -5.68
H -2.34 -4.24 -4.18
C 5.60 0.20 -6.93
C 4.95 0.39 -5.58
C 5.59 1.08 -4.55
C 5.00 1.23 -3.31
C 3.74 0.69 -3.09
C 3.08 -0.01 -4.09
C 3.69 -0.15 -5.33
S 2.97 0.92 -1.51
O 2.09 2.07 -1.65
O 4.03 1.00 -0.55
N 2.01 -0.36 -1.34
C 2.51 -1.44 -0.49
C 2.00 -1.31 0.95
O 2.32 -2.15 1.77
O 1.22 -0.28 1.15
H 6.54 0.76 -6.99
H 4.95 0.54 -7.73
H 5.83 -0.85 -7.11
H 6.58 1.50 -4.73
H 5.50 1.75 -2.50
H 2.10 -0.44 -3.90
H 3.17 -0.69 -6.12
H 3.59 -1.47 -0.41
H 2.15 -2.41 -0.85

Values from the calculation:
Energy (Eh): -4285.57073
HOMO-LUMO gap (alpha / beta) (eV): 8.06 / 6.48
Total charge: -1
LUMO energy (alpha / beta) (hartree): 0.0875 / 0.0309
⟨S²⟩: 6.010
Multiplicity: 5

DFT (ωB97M-V/def2-TZVPD) results for a structure of composition C27H38LuN6O4.

Cartesian coordinates (Å):
Lu -7.57 4.79 17.36
C -7.75 1.57 17.70
C -6.24 1.49 17.86
C -5.30 2.45 17.09
C -4.05 1.85 16.78
C -3.15 2.50 15.98
C -3.44 3.78 15.58
C -4.66 4.28 15.95
N -5.59 3.67 16.72
N -8.64 2.67 18.17
C -8.78 2.52 19.60
C -7.61 3.12 20.30
C -7.38 2.69 21.61
C -6.29 3.22 22.26
C -5.33 3.97 21.56
C -5.60 4.21 20.21
N -6.79 3.88 19.60
C -10.02 2.54 17.58
C -10.01 2.78 16.08
C -11.11 2.39 15.33
C -11.20 2.86 14.05
C -10.13 3.56 13.47
C -9.00 3.77 14.29
N -8.97 3.45 15.60
H -8.06 0.60 18.05
H -7.98 1.49 16.60
H -6.01 0.47 17.46
H -6.03 1.49 18.95
H -3.84 0.90 17.13
H -2.19 1.97 15.64
H -2.67 4.27 15.02
H -4.82 5.31 15.66
H -9.06 1.50 19.91
H -9.60 3.08 19.94
H -8.15 2.13 22.18
H -6.07 2.83 23.26
H -4.47 4.37 22.00
H -4.78 4.61 19.63
H -10.53 3.36 18.09
H -10.63 1.68 17.88
H -11.88 1.81 15.82
H -12.06 2.61 13.49
H -10.23 3.99 12.47
H -8.11 4.23 13.84
C -11.48 7.03 15.34
N -11.43 6.89 16.83
C -12.67 7.13 17.59
C -10.35 6.42 17.35
O -9.27 6.13 16.76
C -10.27 6.14 18.84
O -8.99 5.71 19.32
C -8.28 6.67 20.16
C -7.11 7.22 19.30
O -6.83 6.67 18.22
N -6.38 8.20 19.79
C -5.12 8.51 19.01
C -6.56 9.13 20.95
H -10.74 6.32 15.01
H -12.51 6.90 15.07
H -11.22 8.07 15.07
H -13.36 6.37 17.29
H -12.49 7.24 18.68
H -13.16 8.08 17.42
H -10.66 7.01 19.42
H -11.06 5.34 19.02
H -8.90 7.44 20.62
H -7.92 6.03 20.92
H -4.84 9.51 19.34
H -4.35 7.78 19.25
H -5.31 8.55 17.95
H -5.69 9.12 21.65
H -6.86 10.14 20.67
H -7.37 8.77 21.62
O -7.05 5.84 15.34
H -7.70 6.59 15.19
H -6.74 5.59 14.47

Values from the calculation:
Energy (Eh): -2915.98012
HOMO-LUMO gap (eV): 9.85
Total charge: +3
LUMO energy (hartree): -0.2710